C68H109N9O10 | wB97M-V/def2-TZVPD

Cartesian coordinates (Å):
C 9.83 19.85 10.75
C 10.92 19.34 9.75
C 10.14 19.30 8.41
O 8.76 18.96 8.80
C 8.62 19.09 10.20
H 9.67 20.92 10.58
H 10.03 19.63 11.78
H 11.32 18.36 10.13
H 11.81 20.05 9.66
H 10.55 18.61 7.69
H 9.97 20.26 7.96
H 8.47 18.10 10.63
H 7.71 19.61 10.47
C 8.65 20.41 16.24
C 7.99 21.17 15.05
C 7.78 20.10 14.00
O 8.45 18.92 14.46
C 8.62 18.91 15.85
H 8.20 20.66 17.24
H 9.71 20.78 16.43
H 8.54 22.07 14.66
H 7.02 21.55 15.34
H 8.26 20.29 13.09
H 6.71 19.86 13.86
H 9.59 18.45 15.93
H 7.85 18.43 16.38
C 20.16 14.86 10.81
C 20.69 15.45 9.50
C 19.48 16.31 9.05
O 18.36 15.65 9.49
C 18.65 15.18 10.79
H 20.55 15.35 11.72
H 20.27 13.75 10.89
H 20.90 14.69 8.76
H 21.61 16.08 9.61
H 19.37 16.46 8.00
H 19.56 17.27 9.57
H 18.01 14.30 10.90
H 18.32 15.89 11.47
C 22.73 16.82 17.10
C 21.83 17.87 17.73
C 20.44 17.39 17.25
O 20.67 16.02 16.81
C 21.90 15.56 17.27
H 23.67 16.82 17.57
H 22.74 16.93 16.01
H 21.92 18.92 17.36
H 22.00 17.87 18.80
H 20.09 17.97 16.36
H 19.69 17.43 18.07
H 22.15 14.70 16.62
H 21.84 15.28 18.34
C 9.55 15.20 13.42
C 10.66 16.31 13.32
C 11.23 16.16 14.70
O 10.15 15.83 15.56
C 9.08 15.21 14.86
H 10.15 14.37 13.20
H 8.80 15.41 12.66
H 10.23 17.31 13.15
H 11.42 16.23 12.53
H 11.66 17.04 15.10
H 11.89 15.33 14.66
H 8.11 15.73 14.81
H 8.87 14.16 15.17
C 11.90 11.05 13.35
C 13.25 10.39 13.38
C 13.65 10.43 11.84
O 12.89 11.48 11.30
C 12.04 12.12 12.29
H 11.67 11.41 14.35
H 11.07 10.39 12.96
H 13.28 9.33 13.76
H 13.89 11.03 13.93
H 13.36 9.45 11.41
H 14.71 10.53 11.60
H 11.16 12.39 11.81
H 12.49 13.03 12.68
O 17.01 19.26 9.24
C 15.87 19.31 8.90
O 14.93 18.36 9.17
C 15.45 17.07 9.56
C 14.71 16.07 8.75
C 15.36 20.38 8.01
H 15.33 16.86 10.62
H 16.52 17.11 9.37
H 15.21 15.08 8.78
H 14.59 16.38 7.72
H 13.72 15.98 9.16
H 16.11 21.17 7.91
H 14.34 20.68 8.31
H 15.19 20.00 7.02
O 13.47 20.13 18.67
C 13.09 19.01 18.81
O 12.69 18.46 20.00
C 13.17 19.24 21.18
C 12.06 19.98 21.83
C 12.74 18.03 17.62
H 13.96 19.81 20.79
H 13.62 18.51 21.90
H 11.17 19.38 21.97
H 11.72 20.72 21.11
H 12.24 20.46 22.76
H 11.76 17.58 17.66
H 13.52 17.31 17.56
H 12.76 18.66 16.75
N 16.18 10.53 9.35
C 17.30 10.23 10.01
C 18.19 11.32 9.98
C 17.48 12.31 9.25
C 16.21 11.82 8.92
H 15.40 9.96 9.26
H 17.39 9.24 10.44
H 19.19 11.35 10.30
H 17.79 13.30 8.96
H 15.35 12.18 8.44
N 17.55 17.84 12.87
C 18.32 18.69 12.17
C 19.62 18.55 12.62
C 19.57 17.54 13.59
C 18.27 17.11 13.81
H 16.57 17.69 12.78
H 17.87 19.26 11.37
H 20.43 19.04 12.14
H 20.51 17.13 14.00
H 17.82 16.42 14.47
N 14.63 20.25 14.35
C 14.45 19.86 13.07
C 13.11 19.84 12.79
C 12.44 20.08 14.06
C 13.42 20.25 15.01
H 15.49 20.40 14.89
H 15.31 19.89 12.43
H 12.66 19.56 11.88
H 11.39 20.12 14.34
H 13.45 20.52 16.03
N 11.44 13.35 16.68
C 12.76 13.19 16.56
C 13.08 11.92 17.03
C 11.84 11.38 17.51
C 10.85 12.25 17.25
H 10.91 14.20 16.44
H 13.34 14.01 16.20
H 14.06 11.45 17.04
H 11.77 10.37 17.95
H 9.82 12.26 17.52
N 14.99 15.99 15.35
C 15.50 14.82 14.77
C 15.21 14.83 13.46
C 14.48 16.01 13.16
C 14.35 16.73 14.34
H 15.23 16.39 16.23
H 16.11 14.11 15.33
H 15.60 14.07 12.77
H 14.11 16.12 12.20
H 13.85 17.69 14.57
N 17.69 20.53 15.32
C 17.09 20.30 16.53
C 16.52 21.45 16.91
C 16.77 22.46 15.95
C 17.50 21.82 14.96
H 18.29 19.88 14.87
H 17.20 19.34 16.99
H 15.97 21.50 17.79
H 16.37 23.48 15.92
H 18.02 22.24 14.10
N 12.00 13.29 9.38
C 11.04 13.24 8.42
C 10.37 14.37 8.35
C 10.88 15.16 9.44
C 11.89 14.48 10.02
H 12.42 12.48 9.75
H 10.91 12.32 7.79
H 9.66 14.67 7.61
H 10.56 16.17 9.63
H 12.65 14.76 10.74
N 15.33 14.59 18.69
C 15.04 15.72 19.27
C 16.19 16.50 19.29
C 17.17 15.78 18.63
C 16.69 14.55 18.36
H 14.71 13.84 18.44
H 14.15 15.99 19.72
H 16.24 17.45 19.78
H 18.21 16.08 18.66
H 17.13 13.73 17.80
N 17.63 11.87 13.53
C 18.46 12.94 13.73
C 18.76 12.95 15.10
C 18.12 11.75 15.67
C 17.41 11.20 14.67
H 17.28 11.60 12.65
H 18.67 13.52 12.86
H 19.55 13.51 15.58
H 18.08 11.44 16.67
H 16.79 10.35 14.64

## Properties
Max |F| (eV Å⁻¹): 3.9
Orbital gap (hartree): 0.32115
2S+1: 1